Record 1
Entry from the OMol25 dataset: a cluster of 11 separate species, H22O11 in total at a distorted geometry (ωB97M-V/def2-TZVPD).

The SMILES is O.O.O.O.O.O.O.O.O.O.O. As for the electronic energy: -840.81531 a.u. As for the total charge: 0.

Element x y z (Å)
H  3.101892  -8.723936  -17.482572
O  2.063757  -6.780370  -12.877442
H  1.936702  -7.501748  -16.577537
O  4.578178  -5.323498  -12.598755
O  2.285896  -3.138424  -14.558032
H  3.958042  -4.859779  -12.025787
H  7.167556  -5.851036  -15.360914
O  2.885878  -7.885200  -17.928476
O  3.634400  -5.307720  -15.393810
H  4.032758  -8.437767  -14.249053
H  5.015439  -8.830888  -15.368410
O  -0.335664  -5.325186  -15.178380
H  3.201136  -6.094658  -15.701693
H  2.902774  -3.872468  -14.760078
H  5.297657  -3.334847  -15.357423
H  4.636612  -4.397628  -16.594911
H  6.132638  -6.688360  -14.727366
H  4.144135  -5.523571  -14.611463
O  1.475891  -7.179319  -15.798397
H  4.972004  -3.642090  -17.915248
H  5.427481  -5.407164  -12.166377
H  0.430759  -5.937839  -15.308330
H  2.804986  -2.396963  -14.232749
H  1.523541  -6.075815  -12.575719
H  1.663309  -7.843775  -15.169287
O  5.639843  -3.206867  -14.471336
O  6.862798  -6.137711  -14.482469
O  4.680602  -8.155434  -14.864593
H  -0.094838  -4.412468  -15.310875
H  2.930578  -6.411213  -12.738783
H  5.499765  -4.031802  -13.982750
H  3.620693  -7.285715  -17.961363
O  4.859173  -3.561987  -16.976105

Cartesian forces (eV/Å) of the 2 atoms listed first:
H 0.51 0.66 -0.51
O 0.51 -1.11 -0.25

Atom charges from the natural (NBO) analysis, given in e for atoms 1 to 4: H 0.4840; O -0.9587; H 0.4865; O -0.9828

---

Record 2
Entry from the OMol25 dataset: a cluster of 3 separate species, C4H15NO2 in total at a distorted geometry (ωB97M-V/def2-TZVPD).

The SMILES is CCNCC.O.O. As for the electronic energy: -366.60214 a.u. As for the total charge: 0.

Element x y z (Å)
N  -0.148414  0.248812  0.293895
C  -1.365994  -0.042953  1.161050
H  -3.429545  -0.016976  1.103130
H  -0.371755  1.207921  0.011302
H  0.912073  -0.302267  -2.883255
C  1.860964  1.784336  0.539970
H  0.432549  -2.815853  -1.826102
H  0.955695  -4.016737  -2.794926
H  1.339289  2.732333  0.660206
O  0.585414  -0.925635  -2.222403
H  0.891868  0.793943  2.138858
H  -1.192686  0.314781  2.177474
H  -2.743533  0.507183  -0.501502
H  1.766572  -0.274321  1.038418
C  -2.638255  0.525574  0.576038
H  -2.719717  1.525768  1.017864
O  0.698813  -3.721265  -1.923155
H  2.160692  1.733643  -0.506667
H  0.501580  -0.436929  -1.381139
C  1.070094  0.568443  1.085859
H  2.784731  1.742081  1.116260
H  -1.350444  -1.131890  1.118817

Cartesian forces (eV/Å) of the 2 atoms listed first:
N -0.48 2.52 1.26
C 1.78 -1.40 -1.55

Atom charges from the natural (NBO) analysis, given in e for atoms 1 to 4: N -0.6386; C -0.2120; H 0.2228; H 0.3385

---

Record 3
Entry from the OMol25 dataset: the molecule C6H13NO at a distorted geometry (ωB97M-V/def2-TZVPD).

The SMILES is CCC[C@@H](C)NC=O. As for the electronic energy: -366.41174 a.u. As for the total charge: 0.

Element x y z (Å)
H  0.395206  0.208783  2.613466
H  1.482878  -0.928044  0.653524
N  -0.087745  0.767142  1.931653
C  0.882847  -0.111431  -2.561664
C  0.690575  -1.037788  -1.375207
H  0.677740  -0.601735  -3.518018
H  -0.738924  0.954794  -0.040477
C  -1.463170  -0.880408  0.705708
H  1.889474  0.298932  -2.710218
C  -0.367282  0.180789  0.640513
H  -0.294553  -1.496367  -1.496517
H  -0.240007  2.240348  3.330511
H  -1.007875  -1.866218  0.848013
H  1.563787  0.540647  -0.357866
C  0.926042  -0.279270  -0.033491
H  -2.080872  -0.968486  -0.184374
C  -0.555846  1.991195  2.302152
O  -1.185905  2.752279  1.610718
H  1.351110  -1.906390  -1.408770
H  -2.110630  -0.653562  1.550162
H  0.273150  0.794790  -2.499819

Cartesian forces (eV/Å) of the 2 atoms listed first:
H 0.05 0.03 0.09
H 0.03 0.11 -0.02

Atom charges from the natural (NBO) analysis, given in e for atoms 1 to 4: H 0.3922; H 0.1918; N -0.6170; C -0.6149

---

Record 4
Entry from the OMol25 dataset: the ion C5H10N3 with charge +1 at a distorted geometry (ωB97M-V/def2-TZVPD).

The SMILES is Cc1cc(=[NH2+])[nH]n1C. As for the electronic energy: -360.51072 a.u. As for the total charge: +1.

Element x y z (Å)
H  1.573379  0.752169  -2.103278
H  -0.710544  1.765032  3.066674
H  -0.480530  0.202684  3.581360
N  0.134122  -0.686024  -0.255069
H  0.040650  -1.570151  1.706600
C  -0.415948  0.417433  1.555090
N  -0.260128  -0.859840  1.054098
H  -0.442840  2.398198  0.677459
C  -0.061404  0.567654  -0.655504
C  -0.318278  1.296017  0.491834
H  1.212881  -2.275145  -0.886390
H  0.231770  1.970753  -2.254270
H  -0.018638  0.370397  -2.796749
C  0.522054  0.884883  -1.996113
N  -0.851266  0.794827  2.828601
H  0.178791  -1.661797  -2.100930
C  0.215123  -1.902155  -1.134146
H  -0.549194  -2.464935  -0.779268

Cartesian forces (eV/Å) of the 2 atoms listed first:
H 0.72 -0.20 0.30
H -0.02 0.12 -0.31

Atom charges from the natural (NBO) analysis, given in e for atoms 1 to 4: H 0.2611; H 0.4153; H 0.3980; N -0.1215

---

The calculation returns the following Kohn-Sham gap values, one per record and in order: 0.3422, 0.3960, 0.3917, 0.3655 Ha.
The calculation returns the following relative energy (zero: lowest compared OMol25 entry of this formula, charge and spin) values, one per record and in order: 40.7, 30.8, 13.9, 40.4 kcal/mol.
The calculation returns the following LUMO energy values, one per record and in order: -0.626, 0.801, 0.893, -3.443 eV.